Formula: C8H18O4Sn
Source: the OMol25 dataset
Level of theory: ωB97M-V with the def2-TZVPD basis set

Summary:
Total charge = +1
Spin multiplicity = 2
HOMO (alpha / beta) = -10.37 / -9.60 eV
LUMO level (alpha / beta) = -3.431 / -3.776 eV
Gap between HOMO and LUMO (alpha / beta) = 0.25499 / 0.21387 Eh

```
31
Properties=species:S:1:pos:R:3:lowdin_charge:R:1
Sn 2.2680 -2.0841 0.7304 1.19
O 2.1191 -0.2297 0.0018 -0.55
O -2.1225 -1.5593 -0.0931 -0.16
O -4.0557 0.2812 1.1343 0.07
O 2.7023 -2.9268 -1.0402 -0.55
C 2.0273 0.1009 -1.3893 -0.17
C 2.3103 0.9124 0.8337 -0.06
C -1.5810 -2.5130 -0.8764 -0.06
C -2.7712 -0.4948 -0.7740 -0.20
C -3.0938 0.5899 0.2326 -0.30
C 2.6188 -2.2253 -2.2885 -0.17
C 3.4163 -4.1574 -1.1390 -0.06
C 1.6053 -1.1063 -2.1944 -0.15
H 1.3803 -0.7678 -3.2138 0.15
H 3.6209 -1.8514 -2.5499 0.15
H -2.1086 -0.0918 -1.5566 0.12
H -3.4066 1.5192 -0.2976 0.15
H 0.6382 -1.5124 -1.7803 0.11
H 3.0038 0.4880 -1.7212 0.15
H 3.2331 1.4341 0.5440 0.12
H 2.8949 -4.8289 -1.8354 0.12
H -3.6933 -0.8683 -1.2486 0.14
H -1.1665 -3.3534 -0.3192 0.06
H -2.1779 0.9076 0.7809 0.14
H 4.4387 -3.9707 -1.4950 0.12
H 2.3922 0.5627 1.8690 0.09
H -2.0391 -2.6806 -1.8579 0.08
H 1.4488 1.5867 0.7372 0.12
H 3.4473 -4.6094 -0.1414 0.09
H 1.2798 0.9002 -1.4971 0.15
H 2.3073 -2.9478 -3.0565 0.15
```

Formula: C5H4MgO
Source: the OMol25 dataset
Level of theory: ωB97M-V with the def2-TZVPD basis set

Summary:
Total charge = +1
Relative energy (zero: lowest compared OMol25 entry of this formula, charge and spin) = 211.6 kJ/mol
Spin multiplicity = 2
HOMO (alpha / beta) = -11.88 / -12.35 eV
LUMO level (alpha / beta) = -5.138 / -5.194 eV
Gap between HOMO and LUMO (alpha / beta) = 0.24793 / 0.26306 Eh

```
11
Properties=species:S:1:pos:R:3:lowdin_charge:R:1
Mg -4.6843 2.1522 -1.6596 0.99
O -3.2032 1.3242 -0.5032 -0.16
C 1.3660 -0.1734 1.0305 -0.13
C 0.2530 0.0213 0.2202 -0.03
C -0.9646 0.4300 -0.0420 0.06
C -2.1152 0.8777 -0.2960 -0.18
C 1.5808 -1.1177 -0.1254 -0.13
H 2.2439 -1.9859 -0.0623 0.10
H 1.9392 -0.7178 -1.0817 0.08
H 1.5464 -1.4893 1.3497 0.28
H 2.0381 0.6787 1.1696 0.12
```

Formula: C2H5N3O
Source: the OMol25 dataset
Level of theory: ωB97M-V with the def2-TZVPD basis set

Summary:
Total charge = 0
Relative energy (zero: lowest compared OMol25 entry of this formula, charge and spin) = 661.4 kJ/mol
HOMO (alpha / beta) = -8.54 / -9.71 eV
LUMO level (alpha / beta) = 0.074 / -0.397 eV
Gap between HOMO and LUMO (alpha / beta) = 0.31643 / 0.34221 Eh

```
11
Properties=species:S:1:pos:R:3:lowdin_charge:R:1
O -0.3168 -0.1455 -1.2220 -0.09
N 0.2605 0.9222 -0.5526 -0.04
N 2.2334 -0.0598 0.0731 0.05
N -0.2229 1.1696 0.6375 0.02
C -1.2331 -0.6779 -0.3036 -0.15
C -1.1862 0.3992 0.8333 -0.10
H -0.8642 -1.5503 0.1728 0.11
H -2.2148 -0.7024 -0.6672 0.10
H 2.6933 0.9112 0.1328 0.01
H -1.7068 0.1113 1.7362 0.11
H 2.5576 -0.3777 -0.8403 -0.03
```

Formula: C4HNO
Source: the OMol25 dataset
Level of theory: ωB97M-V with the def2-TZVPD basis set

Summary:
Total charge = 0
Relative energy (zero: lowest compared OMol25 entry of this formula, charge and spin) = 21.2 kJ/mol
HOMO = -11.48 eV
SMILES string = C#CC(=O)C#N
LUMO level = -1.221 eV
Gap between HOMO and LUMO = 0.37692 Eh

```
7
Properties=species:S:1:pos:R:3:lowdin_charge:R:1
O -0.7397 -1.4951 0.8526 0.16
N -0.0014 -1.5718 -2.3627 0.19
C 0.1164 0.5959 0.4926 -0.02
C 0.4056 1.6918 0.9386 0.18
C -0.1452 -1.1555 -1.3096 -0.12
C -0.2546 -0.7340 0.0806 -0.45
H 0.6189 2.6688 1.3079 0.05
```

Formula: C7H8N2
Source: the OMol25 dataset
Level of theory: ωB97M-V with the def2-TZVPD basis set

Summary:
Total charge = 0
Relative energy (zero: lowest compared OMol25 entry of this formula, charge and spin) = 476.7 kJ/mol
HOMO = -8.42 eV
LUMO level = -0.963 eV
Gap between HOMO and LUMO = 0.27423 Eh

```
17
Properties=species:S:1:pos:R:3:lowdin_charge:R:1
N 3.0735 -0.3171 0.7238 0.17
N 0.4362 1.5558 -0.5632 0.02
C 2.1406 -0.2056 0.0644 -0.16
C -1.1387 0.2291 0.4932 -0.26
C -0.1316 -0.5925 0.0450 -0.21
C -0.5880 1.6549 0.4439 -0.16
C 0.0183 -2.0491 -0.0579 -0.03
C -2.4156 -0.3062 0.2166 0.16
C 0.8784 0.1996 -0.6116 -0.32
H 1.1682 2.2275 -0.6193 0.12
H 0.7340 -2.4679 0.5845 0.07
H 1.0772 -0.0425 -1.6453 0.16
H -1.2604 2.4390 0.2559 0.10
H -0.9859 -2.4764 0.1890 0.09
H 0.3954 -2.3515 -1.1445 0.15
H -0.2854 2.0040 1.4039 0.10
H -3.1163 0.4990 0.2216 -0.01
```

Formula: C5H10O
Source: the OMol25 dataset
Level of theory: ωB97M-V with the def2-TZVPD basis set

Summary:
Total charge = 0
Relative energy (zero: lowest compared OMol25 entry of this formula, charge and spin) = 167.8 kJ/mol
HOMO = -9.45 eV
SMILES string = C[C@H]1CCC1=O.[H][H]
LUMO level = 0.966 eV
Gap between HOMO and LUMO = 0.38270 Eh

```
16
Properties=species:S:1:pos:R:3:lowdin_charge:R:1
O -1.7899 -0.7479 -0.3562 0.06
C -0.8359 1.4918 -0.9059 -0.08
C 1.2796 -0.9387 0.3736 -0.06
C 0.6313 1.4889 -0.4086 -0.14
C 0.3576 0.2595 0.4985 -0.29
C -0.9992 0.1448 -0.2118 -0.38
H -1.6332 -2.7578 0.6914 0.02
H 1.3724 -1.2383 -0.6766 0.09
H -1.0043 1.4417 -1.9851 0.12
H 1.3399 1.2507 -1.2071 0.11
H 0.9600 2.3881 0.1141 0.10
H 2.2794 -0.6957 0.7496 0.08
H -1.6714 -2.9572 1.4070 0.03
H -1.4564 2.2869 -0.4809 0.12
H 0.8851 -1.7887 0.9370 0.07
H 0.2520 0.5559 1.5506 0.15
```